1.
ORCA calculation (the ωB97M-V functional and the def2-TZVPD basis) on a 8-piece molecular cluster, C50H39NO18 overall in a non-equilibrium geometry.

- LUMO energy (eV) = -1.9703
- SMILES string = CCOCCC1=C(N)C(=O)OC1=O.O=C1C=CC(=O)C=C1.O=C1C=CC(=O)C=C1.O=C1C=CC(=O)C=C1.O=C1C=CC(=O)C=C1.O=C1C=CC(=O)C=C1.O=C1C=CC(=O)C=C1.O=C1C=CC(=O)C=C1
- E_HOMO (eV) = -9.0
- Kohn-Sham gap (Eh) = 0.260

Structure (XYZ):
```
108
C50H39NO18 the ωB97M-V functional and the def2-TZVPD basis
C -2.347 -2.039 1.685
C -1.343 -1.186 2.610
O -0.012 -1.739 2.741
C 0.715 -1.745 1.491
C 2.041 -0.834 1.476
C 1.664 0.685 1.854
C 0.659 1.472 1.216
N -0.204 1.076 0.114
C 0.660 2.865 1.985
O -0.219 3.716 1.745
O 1.736 2.861 2.914
C 2.360 1.546 2.984
O 3.273 1.247 3.784
H -3.111 -1.287 1.228
H -1.824 -2.515 0.768
H -2.930 -2.794 2.315
H -1.374 -0.095 2.266
H -1.802 -1.194 3.673
H 1.066 -2.838 1.329
H 0.100 -1.474 0.570
H 2.775 -1.265 2.245
H 2.574 -0.884 0.450
H -0.655 1.884 -0.332
H 0.293 0.478 -0.564
O -6.836 -6.966 6.235
C -6.106 -6.193 5.645
C -6.551 -4.825 5.303
C -5.750 -3.979 4.655
C -4.383 -4.372 4.251
O -3.651 -3.598 3.661
C -3.938 -5.739 4.593
C -4.739 -6.586 5.242
H -7.554 -4.553 5.606
H -6.059 -2.974 4.395
H -2.934 -6.011 4.290
H -4.429 -7.590 5.501
O -7.800 2.984 -0.043
C -6.741 2.384 -0.081
C -6.487 1.341 -1.097
C -5.327 0.683 -1.137
C -4.247 0.970 -0.169
O -3.189 0.370 -0.207
C -4.502 2.013 0.846
C -5.661 2.671 0.886
H -7.288 1.143 -1.799
H -5.124 -0.085 -1.874
H -3.701 2.211 1.548
H -5.864 3.439 1.622
O 7.476 3.740 3.013
C 6.703 4.297 2.255
C 5.240 4.183 2.429
C 4.395 4.792 1.596
C 4.885 5.607 0.464
O 4.113 6.164 -0.295
C 6.349 5.721 0.290
C 7.194 5.112 1.123
H 4.897 3.582 3.263
H 3.320 4.719 1.708
H 6.691 6.321 -0.544
H 8.268 5.186 1.011
O -13.743 4.233 -2.549
C -12.548 4.369 -2.739
C -12.034 4.995 -3.977
C -10.725 5.141 -4.186
C -9.733 4.686 -3.189
O -8.538 4.822 -3.380
C -10.246 4.061 -1.951
C -11.556 3.915 -1.743
H -12.775 5.323 -4.696
H -10.332 5.596 -5.086
H -9.506 3.733 -1.232
H -11.949 3.460 -0.842
O 6.893 0.900 -4.525
C 5.849 0.731 -3.922
C 4.545 0.765 -4.619
C 3.403 0.582 -3.956
C 3.392 0.336 -2.498
O 2.347 0.167 -1.894
C 4.695 0.303 -1.802
C 5.837 0.486 -2.465
H 4.572 0.946 -5.686
H 2.439 0.604 -4.449
H 4.669 0.122 -0.735
H 6.799 0.463 -1.972
O 7.890 -1.265 -0.960
C 9.087 -1.132 -1.148
C 9.605 -0.502 -2.382
C 10.914 -0.359 -2.588
C 11.904 -0.821 -1.591
O 13.098 -0.689 -1.778
C 11.385 -1.450 -0.357
C 10.076 -1.594 -0.151
H 8.867 -0.169 -3.102
H 11.311 0.098 -3.485
H 12.123 -1.784 0.362
H 9.678 -2.051 0.746
O 2.188 -6.814 -3.302
C 1.472 -6.026 -2.713
C 0.866 -6.366 -1.409
C 0.079 -5.502 -0.766
C -0.218 -4.168 -1.329
O -0.934 -3.379 -0.740
C 0.388 -3.828 -2.633
C 1.175 -4.692 -3.276
H 1.094 -7.347 -1.010
H -0.374 -5.734 0.190
H 0.160 -2.847 -3.032
H 1.628 -4.459 -4.232
```

These are the Löwdin partial charges, in e, on atoms 1 to 2: -0.070, -0.232

***

2.
ORCA calculation (the ωB97M-V functional and the def2-TZVPD basis) on C50H40BaBrN11O8PS as an isolated structure in a non-equilibrium geometry.

- total charge = -1
- LUMO energy (eV) = -1.9567
- E_HOMO (eV) = -4.6
- Kohn-Sham gap (Eh) = 0.096

Structure (XYZ):
```
113
C50H40BaBrN11O8PS the ωB97M-V functional and the def2-TZVPD basis
Ba -0.862 0.686 0.366
C -6.647 -4.824 -3.076
C -5.830 -3.734 -2.435
C -4.484 -3.579 -2.767
C -3.739 -2.550 -2.222
C -4.350 -1.672 -1.334
C -5.687 -1.799 -0.971
C -6.412 -2.841 -1.532
S -3.336 -0.457 -0.626
O -4.188 0.522 -0.031
O -2.549 -1.281 0.437
N -2.268 0.062 -1.572
C -2.642 0.765 -2.803
C -3.853 0.773 -3.422
C -4.022 1.458 -4.662
C -2.983 2.111 -5.248
C -1.719 2.145 -4.599
C -0.607 2.872 -5.109
C 0.536 2.942 -4.387
C 0.600 2.278 -3.131
N -0.381 1.577 -2.643
C -1.551 1.490 -3.377
H -6.023 -5.668 -3.372
H -7.144 -4.451 -3.974
H -7.421 -5.187 -2.400
H -4.017 -4.266 -3.465
H -2.699 -2.406 -2.512
H -6.137 -1.100 -0.277
H -7.456 -2.963 -1.260
H -4.719 0.293 -2.991
H -4.999 1.463 -5.129
H -3.111 2.636 -6.188
H -0.697 3.384 -6.063
H 1.394 3.501 -4.743
H 1.482 2.351 -2.496
O -5.007 6.473 2.544
C -4.750 6.228 1.335
O -5.162 6.855 0.316
C -3.874 5.053 1.079
C -3.823 4.470 -0.192
C -3.035 3.373 -0.419
N -2.246 2.806 0.540
C -2.267 3.374 1.790
C -3.072 4.468 2.064
C -1.371 2.696 2.848
O -1.576 2.946 4.025
O -0.516 1.861 2.312
H -4.425 4.918 -0.974
H -3.014 2.910 -1.401
H -3.092 4.875 3.066
N -3.065 0.580 2.642
C -2.739 -0.562 3.257
N -3.622 -1.030 4.158
C -3.253 -2.156 4.748
N -4.080 -2.665 5.706
N -2.160 -2.890 4.457
C -1.382 -2.321 3.542
N -1.534 -1.150 2.947
C -0.182 -3.139 3.080
C 0.040 -4.424 3.547
C 1.168 -5.095 3.096
C 2.013 -4.465 2.203
C 1.685 -3.193 1.756
N 0.599 -2.537 2.177
H -4.006 0.914 2.780
H -2.618 0.875 1.774
H -4.752 -2.027 6.097
H -3.685 -3.363 6.310
H -0.652 -4.861 4.252
H 1.382 -6.098 3.446
H 2.907 -4.947 1.825
H 2.302 -2.674 1.035
O 4.132 -0.748 1.780
N 4.474 -1.010 0.458
C 4.884 0.031 -0.139
C 5.245 -0.062 -1.581
C 6.463 0.506 -1.957
C 6.989 0.312 -3.225
C 6.282 -0.453 -4.141
C 5.033 -0.945 -3.798
C 4.469 -0.735 -2.534
P 2.694 -1.133 -2.191
C 2.692 -2.955 -1.841
C 3.640 -3.883 -2.274
C 3.487 -5.241 -2.015
C 2.373 -5.709 -1.322
C 1.425 -4.801 -0.875
C 1.598 -3.443 -1.131
C 1.998 -1.205 -3.917
C 1.102 -2.190 -4.339
C 0.492 -2.129 -5.591
C 0.761 -1.075 -6.453
C 1.638 -0.075 -6.045
C 2.236 -0.139 -4.793
H 3.713 0.156 1.768
H 5.073 0.957 0.404
H 7.025 1.069 -1.218
H 7.949 0.740 -3.491
H 6.684 -0.642 -5.130
H 4.456 -1.468 -4.548
H 4.519 -3.543 -2.814
H 4.237 -5.942 -2.360
H 2.256 -6.768 -1.118
H 0.569 -5.158 -0.311
H 0.886 -2.719 -0.746
H 0.871 -3.027 -3.691
H -0.191 -2.916 -5.892
H 0.290 -1.028 -7.429
H 1.849 0.766 -6.700
H 2.903 0.664 -4.492
Br 1.695 2.017 0.091
O -1.852 -3.724 0.679
N -1.591 -2.917 -0.086
```

These are the Löwdin partial charges, in e, on atoms 1 to 2: 1.690, -0.049

***

3.
ORCA calculation (the ωB97M-V functional and the def2-TZVPD basis) on C50H41Br2Cl2F4N9O7PRbSTe as an isolated structure in a non-equilibrium geometry.

- total charge = -2
- LUMO energy (eV) = 2.8092
- E_HOMO (eV) = -2.3
- Kohn-Sham gap (Eh) = 0.186

Structure (XYZ):
```
119
C50H41Br2Cl2F4N9O7PRbSTe the ωB97M-V functional and the def2-TZVPD basis
Rb 1.899 0.156 -0.404
O -5.208 -0.782 -0.891
C -5.346 0.536 -0.629
C -6.477 1.117 -1.207
C -6.833 2.420 -0.933
C -6.074 3.167 -0.041
C -4.941 2.600 0.509
C -4.514 1.303 0.199
C -3.164 0.915 0.797
O -2.077 1.583 0.099
N -2.853 -0.478 0.952
N -2.314 -1.315 0.026
C -2.343 -1.029 -1.212
C -1.921 -2.002 -2.225
Br -1.117 -3.579 -1.581
C -2.135 -1.753 -3.518
C -1.896 -2.622 -4.683
C -1.391 -2.064 -5.857
C -1.163 -2.847 -6.978
C -1.459 -4.202 -6.951
C -1.995 -4.762 -5.799
C -2.214 -3.980 -4.675
H -4.488 -1.182 -0.387
H -7.074 0.494 -1.859
H -7.719 2.843 -1.390
H -6.358 4.177 0.225
H -4.350 3.188 1.201
H -3.184 1.287 1.817
H -2.546 -0.742 1.873
H -2.764 -0.104 -1.600
H -2.547 -0.771 -3.742
H -1.156 -1.007 -5.880
H -0.749 -2.398 -7.872
H -1.277 -4.817 -7.823
H -2.240 -5.816 -5.769
H -2.641 -4.425 -3.788
Cl 1.619 2.898 0.757
C 2.027 2.172 2.313
Cl 0.887 0.880 2.724
H 1.982 2.938 3.079
H 3.008 1.716 2.220
Br -1.238 1.923 -2.685
C -1.296 3.646 -1.899
C -1.077 4.677 -2.768
C -0.987 6.001 -2.303
C -1.077 6.248 -0.969
C -1.299 5.199 -0.043
C -1.317 5.499 1.339
C -1.476 4.503 2.252
C -1.710 3.189 1.819
C -1.777 2.865 0.488
C -1.476 3.857 -0.500
H -0.945 4.458 -3.818
H -0.810 6.805 -3.005
H -0.961 7.253 -0.582
H -1.175 6.527 1.648
H -1.432 4.712 3.313
H -1.830 2.416 2.564
O 1.758 -2.219 0.229
O 2.759 -3.254 0.232
S 3.380 -2.430 -4.070
C 2.514 -1.161 -4.824
C 1.465 -0.805 -4.043
N 1.334 -1.511 -2.872
C 2.274 -2.400 -2.752
H 2.826 -0.747 -5.769
H 0.760 -0.017 -4.267
H 2.408 -3.051 -1.886
C 5.858 -1.279 4.940
N 5.256 -0.992 3.658
C 5.835 -1.149 2.419
C 4.880 -0.801 1.512
N 3.730 -0.437 2.166
C 3.992 -0.556 3.444
H 6.923 -1.053 4.900
H 5.725 -2.326 5.214
H 5.395 -0.658 5.704
H 6.848 -1.494 2.308
H 4.928 -0.812 0.435
H 3.292 -0.391 4.251
F -1.738 -3.209 5.509
C -1.912 -4.136 4.542
C -3.009 -4.964 4.647
F -3.805 -4.786 5.722
C -3.334 -5.942 3.695
C -2.427 -5.975 2.621
C -1.325 -5.151 2.526
F -0.505 -5.326 1.476
C -1.014 -4.191 3.484
C 0.145 -3.279 3.375
C 0.662 -2.844 2.221
N 0.933 -2.204 1.240
C 0.809 -2.770 4.540
N 1.387 -2.325 5.433
F -2.604 -6.872 1.632
C -4.467 -6.821 3.812
C -4.837 -7.761 2.819
N -5.202 -8.550 2.054
C -5.307 -6.859 4.953
N -6.021 -6.952 5.859
C 6.162 2.508 1.885
C 5.463 3.199 0.731
O 4.604 2.274 0.081
P 4.508 2.059 -1.548
O 3.941 0.701 -1.721
Te 6.514 2.690 -2.626
O 3.274 3.072 -1.944
C 3.474 4.458 -2.210
C 2.831 5.339 -1.156
H 6.842 3.209 2.376
H 6.733 1.658 1.515
H 5.444 2.137 2.620
H 6.200 3.594 0.030
H 4.859 4.037 1.098
H 3.022 4.661 -3.184
H 4.541 4.675 -2.296
H 1.755 5.159 -1.094
H 2.993 6.388 -1.415
H 3.262 5.151 -0.173
```

These are the Löwdin partial charges, in e, on atoms 1 to 2: 0.791, 0.072

***

4.
ORCA calculation (the ωB97M-V functional and the def2-TZVPD basis) on C50H41BrCl2N3O9PPbS as an isolated structure in a non-equilibrium geometry.

- relative energy (zero: lowest compared OMol25 entry of this formula, charge and spin) (eV) = 5.931
- LUMO energy (alpha / beta) (eV) = -4.0801 / -4.0815
- E_HOMO (alpha / beta) (eV) = -6.9 / -6.9
- Kohn-Sham gap (alpha / beta) (Eh) = 0.105 / 0.105

Structure (XYZ):
```
109
C50H41BrCl2N3O9PPbS the ωB97M-V functional and the def2-TZVPD basis
Pb 0.462 -0.345 -0.114
O -0.894 -1.956 -4.129
C -1.836 -1.105 -4.539
C -2.373 -1.269 -5.822
C -3.368 -0.434 -6.279
C -3.857 0.586 -5.475
C -3.318 0.775 -4.217
C -2.316 -0.056 -3.739
C -1.694 0.196 -2.366
O -0.468 -0.319 -2.259
N -2.610 -0.348 -1.334
N -2.204 -0.523 -0.105
C -2.995 -0.936 0.823
C -2.616 -1.158 2.180
Br -0.723 -1.196 2.571
C -3.446 -1.402 3.218
C -4.898 -1.294 3.227
C -5.637 -2.120 4.082
C -7.013 -2.028 4.146
C -7.687 -1.093 3.376
C -6.967 -0.238 2.559
C -5.590 -0.335 2.481
H -0.509 -1.587 -3.287
H -1.966 -2.055 -6.440
H -3.761 -0.566 -7.276
H -4.641 1.236 -5.834
H -3.674 1.583 -3.593
H -1.685 1.299 -2.206
H -3.558 -0.602 -1.606
H -4.041 -1.158 0.606
H -2.996 -1.688 4.159
H -5.122 -2.843 4.697
H -7.562 -2.682 4.806
H -8.764 -1.026 3.425
H -7.481 0.520 1.986
H -5.043 0.377 1.880
O 1.685 1.671 -1.073
S 0.801 2.710 -0.542
O 0.113 3.527 -1.496
O -0.085 2.122 0.501
C 1.911 3.717 0.436
C 2.196 5.046 0.203
C 3.108 5.690 1.027
C 3.738 4.988 2.044
C 3.459 3.647 2.261
C 2.524 3.007 1.451
P 2.014 1.279 1.745
C 1.222 1.453 3.387
C 1.864 1.022 4.542
C 1.230 1.124 5.766
C -0.042 1.663 5.852
C -0.686 2.099 4.705
C -0.064 1.984 3.474
C 3.562 0.375 2.026
C 4.751 0.789 1.436
C 5.877 -0.010 1.515
C 5.814 -1.233 2.159
C 4.625 -1.662 2.730
C 3.496 -0.875 2.644
H 1.700 5.549 -0.613
H 3.341 6.735 0.875
H 4.452 5.488 2.682
H 3.977 3.101 3.039
H 2.863 0.617 4.484
H 1.738 0.785 6.655
H -0.529 1.742 6.811
H -1.681 2.517 4.774
H -0.569 2.287 2.567
H 4.789 1.728 0.903
H 6.798 0.306 1.046
H 6.687 -1.866 2.200
H 4.576 -2.627 3.218
H 2.551 -1.224 3.038
C 2.765 -1.780 -2.392
C 3.487 -1.428 -1.064
O 4.706 -1.438 -1.062
O 2.723 -1.185 -0.095
H 3.486 -2.111 -3.134
H 2.248 -0.882 -2.720
H 2.033 -2.553 -2.173
Cl 0.329 -5.838 -2.234
C -1.133 -6.486 -1.583
C -2.168 -6.730 -2.472
C -3.404 -7.149 -2.018
C -3.622 -7.316 -0.661
C -2.590 -7.079 0.223
Cl -2.863 -7.271 1.916
C -1.313 -6.671 -0.202
N -0.368 -6.393 0.762
C 0.990 -6.267 0.535
C 1.684 -7.317 -0.069
C 3.030 -7.201 -0.323
C 3.700 -6.025 0.007
C 3.025 -4.981 0.605
C 1.673 -5.096 0.928
C 0.933 -3.991 1.563
C -0.231 -3.509 0.549
O -1.350 -3.913 0.822
O 0.168 -2.806 -0.382
H -1.995 -6.561 -3.523
H -4.205 -7.324 -2.718
H -4.585 -7.623 -0.286
H -0.751 -5.838 1.525
H 1.138 -8.211 -0.330
H 3.564 -8.017 -0.782
H 4.752 -5.926 -0.209
H 3.541 -4.061 0.839
H 1.578 -3.134 1.743
H 0.419 -4.290 2.478
```

These are the Löwdin partial charges, in e, on atoms 1 to 2: 1.478, 0.074